{"formula": "C29H27N4O3PRuS", "method": "ωB97M-V/def2-TZVPD", "total_energy_ev": -65319.84048, "homo_ev": [-1.9344, -4.2420], "fmax_ev_per_a": 2.79, "charge": -1, "spin_multiplicity": 2, "e_above_lowest_ev": 0.432, "symbols": ["Ru", "S", "P", "O", "O", "O", "N", "N", "N", "N", "C", "C", "C", "C", "C", "C", "C", "C", "C", "C", "C", "C", "C", "C", "C", "C", "C", "C", "C", "C", "C", "C", "C", "C", "C", "C", "C", "C", "C", "H", "H", "H", "H", "H", "H", "H", "H", "H", "H", "H", "H", "H", "H", "H", "H", "H", "H", "H", "H", "H", "H", "H", "H", "H", "H", "H"], "coordinates": [[-0.46, 1.35, 0.70], [-2.18, 3.20, 0.84], [-0.04, -0.83, -1.54], [1.69, 2.09, 1.10], [0.08, -1.04, 1.08], [3.40, 2.86, 2.29], [-4.77, 2.79, 1.09], [-2.43, 0.12, 1.38], [-3.54, 0.87, 1.34], [-0.31, 1.08, 3.27], [-2.29, -3.46, 2.44], [-0.39, -2.21, 1.64], [1.66, -2.10, -5.63], [1.56, -2.98, -4.56], [-1.79, -2.22, 1.95], [0.23, 2.05, -1.73], [1.39, -0.89, 0.70], [-1.50, -4.56, 2.60], [3.73, -0.70, 1.04], [1.55, -0.61, -0.66], [1.24, -0.78, -5.48], [-0.14, -4.52, 2.28], [-2.67, -1.14, 1.79], [2.48, -0.96, 1.55], [1.04, -2.54, -3.36], [2.20, 2.62, 2.12], [0.72, -0.34, -4.28], [3.90, -0.38, -0.30], [-1.93, 1.05, -2.18], [1.21, 2.99, 3.27], [0.79, 1.71, 3.98], [0.39, -3.33, 1.78], [-3.54, 2.13, 1.10], [-0.60, 0.91, -1.78], [0.63, -1.21, -3.20], [-1.62, 3.42, -2.46], [2.82, -0.36, -1.17], [-2.44, 2.29, -2.53], [-0.30, 3.30, -2.07], [0.52, 1.92, 5.03], [-4.73, 3.64, 0.55], [0.95, -3.21, -2.51], [-2.56, 0.17, -2.24], [-0.45, 0.11, 3.54], [2.33, -1.20, 2.60], [1.29, 1.96, -1.52], [2.06, -2.44, -6.57], [1.87, -4.01, -4.67], [1.32, -0.10, -6.32], [-5.55, 2.19, 0.87], [-3.71, -1.34, 2.03], [1.64, 1.01, 4.00], [-3.47, 2.38, -2.85], [1.73, 3.66, 3.96], [-3.34, -3.51, 2.68], [2.96, -0.14, -2.22], [1.44, -3.29, 1.49], [0.40, 0.68, -4.17], [-1.93, -5.49, 2.96], [-2.03, 4.39, -2.71], [0.33, 3.48, 2.84], [4.59, -0.73, 1.69], [0.34, 4.17, -2.04], [0.49, -5.39, 2.39], [-1.18, 1.58, 3.43], [4.89, -0.17, -0.68]], "lowdin_charge": [0.92, 0.55, 1.14, -0.13, -0.16, -0.01, 0.01, -0.11, -0.06, -0.01, -0.07, -0.22, -0.11, -0.10, -0.17, -0.16, -0.34, -0.13, -0.06, -0.29, -0.10, -0.12, -0.14, -0.02, -0.12, -0.70, -0.08, -0.07, -0.13, -0.12, -0.26, -0.04, -0.89, -0.47, -0.38, -0.13, -0.07, -0.11, -0.11, 0.11, 0.04, 0.10, 0.10, 0.08, 0.12, 0.10, 0.09, 0.10, 0.10, 0.07, 0.10, 0.11, 0.10, 0.10, 0.10, 0.11, 0.11, 0.10, 0.09, 0.10, 0.08, 0.11, 0.11, 0.08, 0.07, 0.10]}


{"formula": "C24H24ClN3O3", "method": "ωB97M-V/def2-TZVPD", "smiles": "CN(C)CCNC(=O)/C(=C/c1ccc(-c2ccc(Cl)cc2)o1)NC(=O)c1ccccc1", "total_energy_ev": -48413.25084, "homo_ev": -7.7640, "fmax_ev_per_a": 1.22, "charge": 0, "e_above_lowest_ev": 0.000, "symbols": ["Cl", "O", "O", "O", "N", "N", "N", "C", "C", "C", "C", "C", "C", "C", "C", "C", "C", "C", "C", "C", "C", "C", "C", "C", "C", "C", "C", "C", "C", "C", "C", "H", "H", "H", "H", "H", "H", "H", "H", "H", "H", "H", "H", "H", "H", "H", "H", "H", "H", "H", "H", "H", "H", "H", "H"], "coordinates": [[7.14, -1.24, -0.49], [-0.40, 0.57, 1.49], [1.41, 2.20, -0.31], [-3.61, 2.88, -0.95], [-0.77, 0.66, -0.74], [-3.93, -1.60, 0.40], [-3.44, 0.62, -1.07], [-4.82, 0.30, -0.83], [3.60, 0.54, -0.83], [0.58, -1.12, 0.13], [1.08, -3.16, -1.04], [2.51, -2.43, 0.74], [-4.51, -2.80, -0.16], [-1.46, 1.90, -0.70], [-0.23, 0.11, 0.38], [2.20, -3.34, -0.25], [3.74, 1.69, -0.05], [-3.26, -1.86, 1.65], [2.55, 3.87, 0.65], [2.63, 2.60, 0.11], [-4.89, -0.51, 0.47], [1.20, 4.25, 0.54], [-0.85, 3.04, -0.34], [5.84, -0.11, -0.33], [-2.94, 1.87, -0.91], [1.70, -1.32, 0.94], [4.64, -0.36, -0.97], [4.97, 1.92, 0.59], [0.27, -2.05, -0.85], [0.53, 3.20, -0.04], [6.01, 1.02, 0.45], [-5.39, 1.23, -0.76], [-0.62, -1.93, -1.46], [-3.73, -3.54, -0.31], [-1.47, 3.93, -0.25], [1.92, -0.60, 1.71], [3.38, -2.57, 1.36], [6.95, 1.20, 0.94], [-4.96, -2.57, -1.12], [-4.60, 0.15, 1.29], [5.10, 2.80, 1.20], [2.66, 0.36, -1.33], [-2.74, -0.97, 1.98], [-2.83, -0.16, -0.84], [-3.94, -2.19, 2.45], [-2.51, -2.65, 1.50], [-5.91, -0.86, 0.66], [0.82, -3.88, -1.80], [-5.21, -0.29, -1.67], [-5.28, -3.24, 0.49], [0.77, 5.18, 0.86], [4.52, -1.24, -1.58], [2.83, -4.20, -0.41], [-0.57, 0.26, -1.64], [3.35, 4.44, 1.06]], "lowdin_charge": [0.67, 0.10, 0.08, 0.06, 0.11, -0.30, 0.07, -0.16, -0.02, -0.14, -0.08, -0.08, -0.10, -0.13, -0.45, -0.08, -0.14, -0.09, 0.01, -0.20, -0.18, 0.02, 0.09, -0.67, -0.45, -0.02, -0.10, -0.01, -0.04, -0.24, -0.10, 0.12, 0.11, 0.08, 0.14, 0.13, 0.11, 0.11, 0.08, 0.12, 0.11, 0.12, 0.08, 0.11, 0.09, 0.08, 0.12, 0.10, 0.11, 0.09, 0.12, 0.11, 0.10, 0.15, 0.11]}


{"formula": "C29H38N9OSTl", "method": "ωB97M-V/def2-TZVPD", "total_energy_ev": -61664.98488, "homo_ev": -13.1886, "fmax_ev_per_a": 2.16, "charge": 2, "e_above_lowest_ev": 0.215, "symbols": ["Tl", "S", "O", "N", "N", "N", "N", "N", "N", "N", "N", "N", "C", "C", "C", "C", "C", "C", "C", "C", "C", "C", "C", "C", "C", "C", "C", "C", "C", "C", "C", "C", "C", "C", "C", "C", "C", "C", "C", "C", "C", "H", "H", "H", "H", "H", "H", "H", "H", "H", "H", "H", "H", "H", "H", "H", "H", "H", "H", "H", "H", "H", "H", "H", "H", "H", "H", "H", "H", "H", "H", "H", "H", "H", "H", "H", "H", "H", "H"], "coordinates": [[0.45, -0.79, -0.57], [0.18, 1.06, 1.21], [-1.18, -2.12, 0.44], [2.43, -1.77, 0.47], [-0.60, 0.22, -2.45], [-1.04, -2.07, 2.73], [-1.36, -1.93, -3.15], [2.09, -3.91, -0.56], [-2.86, -3.02, 1.66], [0.54, -2.48, -1.81], [-1.31, 3.15, 0.45], [0.83, 3.18, -0.39], [3.63, 4.60, 2.65], [0.25, -6.83, -3.39], [-1.75, 2.15, -3.32], [3.89, -3.65, 0.89], [4.63, -2.91, 1.78], [0.97, -6.11, -2.43], [-0.74, 1.56, -2.61], [-2.50, -0.04, -3.84], [0.65, -4.76, -2.29], [-0.40, -4.15, -3.02], [-2.71, 1.32, -3.94], [3.21, -1.05, 1.30], [2.69, 3.71, 1.81], [2.80, -3.04, 0.23], [4.30, -1.57, 1.95], [-3.34, 3.72, 1.80], [-1.46, -0.56, -3.09], [2.23, 2.80, -0.42], [-1.66, -2.42, 1.57], [3.01, 3.79, 0.38], [-0.46, -2.73, -2.69], [-0.12, 2.56, 0.30], [-2.53, 2.61, 1.13], [-1.09, -4.86, -4.00], [-2.85, 4.11, 3.20], [-0.76, -6.21, -4.18], [-3.67, -3.46, 0.51], [1.20, -3.68, -1.46], [-1.48, 4.83, 3.23], [-4.66, -3.69, 0.82], [-3.14, -0.74, -4.34], [1.79, -6.55, -1.87], [-3.19, -4.30, 0.03], [0.46, -7.85, -3.66], [-1.23, -6.85, -4.92], [4.07, -4.71, 0.73], [-2.23, 1.83, 1.85], [4.08, 3.65, 0.23], [2.90, -0.02, 1.45], [3.53, 5.63, 2.33], [-1.31, 5.30, 4.23], [2.79, 4.78, -0.04], [0.06, 2.16, -2.21], [-1.46, 5.63, 2.49], [-3.51, 1.79, -4.51], [-2.89, 3.21, 3.82], [-1.75, -4.33, -4.61], [3.37, 4.52, 3.71], [-0.08, -1.82, 2.64], [1.65, 4.06, 2.00], [-4.36, 3.27, 1.88], [-1.48, 4.05, -0.01], [-1.35, -2.37, 3.62], [0.62, 4.04, -0.85], [5.50, -3.34, 2.26], [4.90, -0.90, 2.57], [2.29, 1.79, 0.02], [-3.47, 4.57, 1.14], [-0.65, 4.17, 3.05], [-3.60, 4.82, 3.63], [4.64, 4.26, 2.53], [-1.78, 3.22, -3.47], [2.72, 2.68, 2.13], [-3.16, -3.33, 2.58], [2.54, 2.70, -1.46], [-3.63, -2.65, -0.22], [-3.10, 2.08, 0.36]], "lowdin_charge": [0.98, 0.75, -0.11, 0.03, 0.04, 0.20, 0.18, 0.18, 0.05, 0.01, 0.05, 0.01, -0.07, -0.04, -0.04, 0.03, -0.02, 0.02, -0.15, 0.02, -0.08, -0.09, 0.00, -0.15, -0.28, -0.30, -0.04, -0.20, -0.33, -0.20, -0.54, -0.22, -0.31, -0.67, -0.18, 0.02, -0.24, -0.03, -0.01, -0.24, -0.10, 0.09, 0.12, 0.12, 0.09, 0.11, 0.12, 0.13, 0.09, 0.14, 0.07, 0.08, 0.09, 0.13, 0.09, 0.07, 0.13, 0.11, 0.10, 0.09, 0.09, 0.11, 0.13, 0.17, 0.12, 0.16, 0.13, 0.12, 0.06, 0.11, 0.04, 0.12, 0.07, 0.12, 0.09, 0.15, 0.13, 0.09, 0.12]}


{"formula": "C11H9N3O3SZr", "method": "ωB97M-V/def2-TZVPD", "total_energy_ev": -34272.68316, "homo_ev": [-10.5727, -12.2586], "fmax_ev_per_a": 1.86, "charge": 1, "spin_multiplicity": 2, "symbols": ["Zr", "S", "O", "O", "O", "N", "N", "N", "C", "C", "C", "C", "C", "C", "C", "C", "C", "C", "C", "H", "H", "H", "H", "H", "H", "H", "H", "H"], "coordinates": [[0.26, 0.85, -0.34], [0.70, 3.23, -1.15], [-0.64, -0.89, -1.08], [2.08, 1.40, 0.65], [-1.55, 0.63, 0.53], [-1.69, -1.28, -0.37], [2.56, 2.65, 0.70], [-2.22, -0.48, 0.45], [3.59, 5.16, 0.86], [-2.21, -2.61, -0.55], [3.60, 2.88, 1.55], [-3.16, -5.16, -0.87], [2.55, 4.89, 0.02], [2.01, 3.61, -0.07], [-1.88, -4.85, -1.29], [-1.39, -3.56, -1.14], [-3.50, -2.90, -0.13], [-3.97, -4.19, -0.30], [4.13, 4.13, 1.65], [-4.97, -4.44, 0.02], [3.92, 2.01, 2.10], [-1.25, -5.60, -1.75], [4.95, 4.30, 2.33], [-4.12, -2.13, 0.31], [-0.40, -3.29, -1.47], [4.00, 6.16, 0.93], [-3.53, -6.17, -1.00], [2.11, 5.67, -0.60]], "lowdin_charge": [1.55, 0.63, -0.24, -0.32, -0.30, -0.19, -0.20, 0.05, -0.03, -0.17, 0.01, -0.05, -0.06, -0.64, -0.05, -0.01, -0.01, -0.05, -0.02, 0.12, 0.15, 0.12, 0.12, 0.12, 0.12, 0.12, 0.12, 0.12]}


{"formula": "C8H12", "method": "ωB97M-V/def2-TZVPD", "total_energy_ev": -8482.29107, "homo_ev": -8.3880, "fmax_ev_per_a": 6.56, "charge": 0, "e_above_lowest_ev": 7.291, "symbols": ["C", "C", "C", "C", "C", "C", "C", "C", "H", "H", "H", "H", "H", "H", "H", "H", "H", "H", "H", "H"], "coordinates": [[-1.21, -0.73, 1.60], [0.93, 0.53, -1.40], [-1.29, -1.39, -1.06], [1.76, 1.23, -0.40], [-1.76, -1.53, 0.21], [-0.31, 0.49, 0.89], [0.89, 1.42, 1.08], [-0.11, -0.44, -1.67], [2.69, 0.28, -0.16], [0.49, -0.20, 0.41], [-1.65, -2.11, -1.79], [-0.77, -1.52, 2.11], [0.79, 2.39, 1.78], [2.21, 2.32, -0.86], [-2.20, -0.47, 2.17], [-0.63, 1.04, 0.06], [1.58, 0.85, 1.67], [-2.71, -2.02, 0.33], [-0.14, -0.82, -2.63], [1.45, 0.68, -2.34]], "lowdin_charge": [-0.06, -0.20, -0.08, -0.17, -0.08, -0.21, -0.23, -0.04, 0.20, 0.08, 0.07, 0.04, 0.13, 0.16, 0.11, 0.07, 0.05, 0.07, 0.03, 0.08]}


{"formula": "C34H38BiF3N4O3PS", "method": "ωB97M-V/def2-TZVPD", "total_energy_ev": -82089.22119, "homo_ev": -10.8868, "fmax_ev_per_a": 0.62, "charge": 1, "symbols": ["Bi", "S", "P", "F", "F", "F", "O", "O", "O", "N", "N", "N", "N", "C", "C", "C", "C", "C", "C", "C", "C", "C", "C", "C", "C", "C", "C", "C", "C", "C", "C", "C", "C", "C", "C", "C", "C", "C", "C", "C", "C", "C", "C", "C", "C", "C", "C", "H", "H", "H", "H", "H", "H", "H", "H", "H", "H", "H", "H", "H", "H", "H", "H", "H", "H", "H", "H", "H", "H", "H", "H", "H", "H", "H", "H", "H", "H", "H", "H", "H", "H", "H", "H", "H", "H"], "coordinates": [[0.69, 0.02, -0.12], [-0.77, 3.27, -0.12], [-2.13, -0.56, -0.54], [0.88, 5.24, 0.52], [-1.15, 5.53, 1.20], [0.14, 4.13, 2.23], [0.41, 2.92, -0.91], [-1.86, 3.85, -0.85], [-1.14, 2.19, 0.80], [1.92, 1.84, 1.67], [1.43, -0.43, -2.62], [3.27, -0.70, -0.24], [-0.01, 0.08, 2.35], [-3.29, 0.21, -4.92], [2.72, 1.49, 5.26], [2.70, 2.83, 1.33], [-6.03, -0.71, 1.86], [-1.42, -2.21, -0.34], [-2.82, -1.36, -3.16], [1.89, 1.47, 2.97], [-0.06, -2.19, 0.02], [-2.72, 1.01, -2.72], [0.55, -3.40, 0.36], [2.89, -0.57, -2.70], [3.62, -0.01, -1.50], [1.85, 0.49, 5.58], [-2.58, -0.31, -2.28], [3.53, -2.14, -0.36], [2.75, 2.01, 3.94], [3.60, 3.07, 3.53], [0.78, -1.56, -3.30], [-3.07, 1.26, -4.04], [-3.68, -0.60, 0.37], [-4.80, -0.81, 2.50], [-2.14, -3.41, -0.37], [3.55, 3.50, 2.24], [0.94, 0.49, 3.35], [-3.17, -1.11, -4.48], [-6.08, -0.56, 0.48], [-3.63, -0.75, 1.76], [-0.20, 4.62, 1.02], [0.93, 0.00, 4.62], [-1.51, -4.60, -0.06], [-4.92, -0.50, -0.27], [1.01, 0.84, -3.24], [-0.17, -4.59, 0.31], [4.16, -0.20, 0.83], [1.57, -3.43, 0.69], [-2.06, -5.53, -0.08], [4.70, -0.08, -1.67], [-0.55, -0.72, 2.66], [0.20, -0.74, 4.92], [3.26, -0.07, -3.60], [-4.75, -0.92, 3.57], [-3.17, 2.28, -4.38], [-3.20, -3.39, -0.61], [-7.04, -0.48, -0.02], [0.32, -5.51, 0.60], [4.16, 4.33, 1.90], [2.79, -2.63, -0.99], [-0.29, -1.37, -3.37], [1.18, -1.68, -4.31], [-3.56, 0.41, -5.94], [-2.68, -0.82, 2.26], [1.47, 1.69, -2.73], [-6.94, -0.75, 2.44], [-4.97, -0.37, -1.34], [4.53, -2.32, -0.76], [3.39, 1.90, 6.01], [3.48, -2.59, 0.63], [3.39, 1.06, -1.36], [3.13, -1.63, -2.81], [4.26, 3.53, 4.25], [1.30, 0.86, -4.30], [4.19, 0.89, 0.80], [-2.72, -2.39, -2.82], [2.68, 3.13, 0.28], [-2.56, 1.84, -2.05], [-0.07, 0.95, -3.17], [-0.64, 0.86, 2.14], [-3.34, -1.93, -5.16], [3.79, -0.51, 1.81], [0.94, -2.48, -2.74], [5.17, -0.59, 0.69], [1.82, 0.10, 6.59]], "lowdin_charge": [1.87, 0.46, 1.03, 0.12, 0.15, 0.12, -0.41, -0.28, -0.44, 0.03, -0.36, -0.34, 0.01, -0.06, -0.02, -0.16, -0.07, -0.44, -0.10, -0.20, -0.37, -0.09, -0.13, -0.19, -0.20, -0.06, -0.40, -0.09, -0.14, 0.02, -0.07, -0.06, -0.34, -0.07, -0.08, -0.02, -0.23, -0.07, -0.06, -0.09, -0.65, -0.01, -0.06, -0.06, -0.09, -0.06, -0.08, 0.07, 0.11, 0.14, 0.08, 0.12, 0.14, 0.11, 0.12, 0.12, 0.11, 0.11, 0.12, 0.07, 0.07, 0.11, 0.11, 0.08, 0.07, 0.11, 0.11, 0.11, 0.12, 0.09, 0.12, 0.11, 0.13, 0.10, 0.07, 0.10, 0.11, 0.09, 0.07, 0.06, 0.11, 0.10, 0.09, 0.10, 0.11]}